18
Properties=species:S:1:pos:R:3 method="wB97M-V/def2-TZVPD" e_lumo_ev=1.04 gap_ha=0.2783 energy_ev=-10267.3372 e_above_lowest_kcal_mol=81.0 smiles="CC1=C(C)N(N)NN1" e_homo_ha=-0.240
C 1.99868 0.62388 0.95691
C 0.83023 0.40781 0.06357
C -0.22706 -0.41225 0.20183
C -0.55994 -1.34587 1.31389
N -1.03388 -0.32292 -0.93916
N -2.38802 -0.10300 -0.74062
N -0.42698 0.60524 -1.82828
N 0.68909 1.13050 -1.11542
H 2.92942 0.40675 0.42274
H 2.03146 1.66509 1.29362
H 1.96985 -0.01269 1.84497
H 0.22712 -1.38696 2.07154
H -1.48351 -1.03765 1.81427
H -0.69848 -2.36149 0.92880
H -2.48093 0.84867 -0.38166
H -2.83559 -0.07709 -1.65486
H -0.09503 0.06119 -2.63024
H 1.55357 1.31080 -1.62189

***

18
Properties=species:S:1:pos:R:3 method="wB97M-V/def2-TZVPD" e_lumo_ev=-11.85 gap_ha=0.3765 energy_ev=-10246.6689 total_charge=+2 e_above_lowest_kcal_mol=153.9 smiles="C[N+]1=N[N+](C)(C)C=N1" e_homo_ha=-0.812
C -0.45253 0.97495 -2.50813
N -0.23631 0.73884 -1.14796
N 0.16458 -0.39087 -0.70575
N 0.18816 -0.30096 0.64897
C 1.58970 -0.54173 1.17831
C -0.78035 -1.36544 1.16521
C -0.39871 1.12493 0.89787
N -0.62360 1.61783 -0.20718
H -0.04707 1.97098 -2.96284
H -1.52363 1.01067 -2.79424
H 0.06270 0.15895 -3.19302
H 1.70992 -1.53676 0.71923
H 2.32124 0.22706 0.70506
H 1.40412 -0.50151 2.35871
H -1.67483 -0.88655 1.09923
H -0.49714 -2.20990 0.52734
H -0.56316 -1.55589 2.25604
H -0.64308 1.46542 1.96314

***

19
Properties=species:S:1:pos:R:3 method="wB97M-V/def2-TZVPD" e_lumo_ev=-8.46 gap_ha=0.3353 energy_ev=-12297.5495 total_charge=+2 e_above_lowest_kcal_mol=68.6 e_homo_ha=-0.646
C -1.47453 2.76289 -1.03387
C -0.70047 1.95687 -1.48711
C 0.12726 -0.23845 1.10971
C -0.38493 -2.37786 0.29354
N 0.54809 0.31710 0.04739
N -0.83073 -1.32710 0.97019
N 0.59063 0.11251 2.31949
N 0.06311 1.02465 -2.24783
O 0.86109 -2.37757 -0.09027
H -1.85376 3.53521 -0.42778
H -0.98841 -3.17233 0.03251
H 1.10711 1.08756 0.18928
H -1.82257 -1.23943 1.30285
H 1.44340 0.78675 2.39178
H 0.09269 -0.22851 3.18979
H -0.50524 0.63334 -3.08109
H 0.10639 0.43698 -1.25538
H 0.86545 1.52162 -2.65960
H 1.19296 -3.18662 -0.43366

***

20
Properties=species:S:1:pos:R:3 method="wB97M-V/def2-TZVPD" e_lumo_ev=0.73 gap_ha=0.3351 energy_ev=-14363.6053 e_above_lowest_kcal_mol=48.8 smiles="CN(O)/C(N)=C(/N)C(N)=O" e_homo_ha=-0.308
C 1.37544 -1.47360 -1.27224
N 0.61235 -1.03344 -0.10645
O 0.66605 -2.02316 0.89428
C -0.70027 -0.42450 -0.26559
N -1.77484 -1.15853 -0.70064
C -0.83146 0.76461 0.36873
N -2.00421 1.49401 0.54269
C 0.45207 1.28333 0.97305
N 1.27603 1.91493 0.07667
O 0.58808 1.37745 2.19293
H 0.98002 -1.03723 -2.19480
H 1.36643 -2.56339 -1.37049
H 2.41257 -1.13970 -1.16313
H 0.68920 -1.49221 1.71674
H -1.69686 -2.12218 -0.38704
H -2.65482 -0.67013 -0.53286
H -1.84243 2.42654 0.15746
H -2.12796 1.68769 1.53989
H 1.12216 1.81053 -0.91705
H 2.09245 2.37897 0.44784